## w
Computed, not measured: a 5-piece molecular cluster, C2H14O4S2 overall, with ωB97M-V/def2-TZVPD.

CARTESIAN COORDINATES (ANGSTROEM)
C -2.336 3.990 0.329
C -1.483 3.694 1.517
S -1.189 1.851 1.736
S 0.795 1.721 2.204
H -3.396 4.071 0.493
H -2.285 3.127 -0.347
H -1.883 4.771 -0.252
H -2.025 4.096 2.392
H -0.445 4.243 1.383
H 0.723 1.875 3.555
O 0.641 -4.549 -1.824
H 1.316 -4.849 -2.441
H 0.954 -3.578 -1.640
O 2.685 -6.391 -1.012
H 3.168 -6.801 -0.257
H 1.935 -6.148 -0.445
O 0.003 -6.172 0.701
H -0.819 -5.961 0.283
H 0.510 -5.973 -0.078
O 0.666 5.717 -1.909
H 0.988 5.938 -2.815
H 1.477 5.329 -1.573

Values from the calculation:
gap between HOMO and LUMO	9.56	eV
SMILES	CCSS.O.O.O.O
LUMO	0.47	eV

Results of the Löwdin charge analysis, in e, for atoms 1 through 6: number 1, C, carries -0.21; number 2, C, carries -0.59; number 3, S, carries 0.37; number 4, S, carries 0.26; number 5, H, carries 0.07; number 6, H, carries 0.05



## x
Computed, not measured: a 5-piece molecular cluster, C2H14O4S2 overall, with ωB97M-V/def2-TZVPD.

CARTESIAN COORDINATES (ANGSTROEM)
C -0.080 2.154 1.803
C -0.676 0.680 1.852
S 0.215 -0.424 3.031
S 1.707 -1.244 2.013
H 0.783 1.957 1.158
H 0.232 2.599 2.735
H -0.945 2.705 1.422
H -0.785 0.346 0.804
H -1.725 0.557 2.111
H 2.862 -0.544 2.184
O 2.518 -0.129 -2.893
H 1.780 0.412 -2.554
H 2.486 -1.066 -2.735
O 0.467 1.427 -2.172
H 0.387 1.726 -3.086
H 0.249 2.066 -1.487
O -0.418 -2.880 -1.079
H -0.105 -2.005 -0.786
H -0.026 -3.533 -0.490
O -2.917 -1.175 -0.426
H -3.092 -1.537 -1.313
H -2.916 -2.093 -0.092

Values from the calculation:
gap between HOMO and LUMO	9.56	eV
SMILES	CCSS.O.O.O.O
LUMO	0.40	eV

Results of the Löwdin charge analysis, in e, for atoms 1 through 6: number 1, C, carries -0.14; number 2, C, carries -0.59; number 3, S, carries 0.39; number 4, S, carries 0.26; number 5, H, carries 0.06; number 6, H, carries 0.05



Most stable: x. Least stable: w.



## w
Computed, not measured: a 3-piece molecular cluster, C2H10NO2S overall, with ωB97M-V/def2-TZVPD.

CARTESIAN COORDINATES (ANGSTROEM)
C -0.738 -1.350 -0.924
C -0.771 -0.300 -2.159
S 0.901 0.319 -2.634
N 0.040 -0.745 0.225
H -1.743 -1.596 -0.563
H -0.419 -2.464 -1.270
H -1.357 -0.808 -2.951
H -1.261 0.658 -1.853
H 0.709 -1.512 0.525
H 0.456 0.029 -0.308
H -0.692 4.974 4.203
H -0.369 5.127 5.546
O -1.254 5.066 5.120
H 1.545 -2.040 -1.139
H 2.940 -2.555 -0.940
O 2.013 -2.801 -0.878

Values from the calculation:
gap between HOMO and LUMO	5.27	eV
total charge	-1
LUMO	2.53	eV

Results of the Löwdin charge analysis, in e, for atoms 1 through 6: number 1, C, carries -0.39; number 2, C, carries -0.74; number 3, S, carries 0.10; number 4, N, carries -0.08; number 5, H, carries 0.06; number 6, H, carries 0.12



## x
Computed, not measured: a 3-piece molecular cluster, C2H10NO2S overall, with ωB97M-V/def2-TZVPD.

CARTESIAN COORDINATES (ANGSTROEM)
C -0.151 -0.266 0.260
C -0.617 0.596 -0.926
S 0.596 1.853 -1.327
N -0.042 0.542 1.502
H 0.740 -0.875 0.138
H -0.909 -0.990 0.620
H -1.638 0.900 -0.605
H -0.773 0.072 -1.879
H -0.949 0.944 1.710
H 0.534 1.357 1.256
H 1.207 -0.720 2.199
H 2.228 -1.836 2.263
O 1.598 -1.382 2.814
H -2.662 -2.136 -1.033
H -1.406 -1.614 -1.652
O -1.767 -2.424 -1.236

Values from the calculation:
gap between HOMO and LUMO	6.39	eV
total charge	-1
LUMO	3.58	eV

Results of the Löwdin charge analysis, in e, for atoms 1 through 6: number 1, C, carries -0.41; number 2, C, carries -0.83; number 3, S, carries 0.15; number 4, N, carries -0.06; number 5, H, carries 0.09; number 6, H, carries 0.09



Most stable: x. Least stable: w.



## w
Computed, not measured: one molecule with the formula C15H17N3O6, with ωB97M-V/def2-TZVPD.

CARTESIAN COORDINATES (ANGSTROEM)
C -2.265 -3.718 2.661
C -1.028 -2.950 2.208
C 0.140 -3.151 3.172
N -1.353 -1.539 2.113
C -1.017 -0.790 1.064
O -0.516 -1.173 0.028
N -1.288 0.599 1.211
C -1.372 1.292 2.373
O -1.633 0.803 3.452
C -1.095 2.795 2.235
O -0.327 3.089 1.081
C 0.877 2.477 1.009
O 1.393 1.909 1.931
C 1.350 2.501 -0.399
C 1.321 1.349 -1.060
C 1.552 1.183 -2.496
C 2.783 1.459 -3.080
C 2.998 1.214 -4.425
C 1.989 0.680 -5.215
C 0.754 0.412 -4.659
C 0.535 0.671 -3.312
N -0.789 0.469 -2.785
O -1.091 1.066 -1.769
O -1.542 -0.240 -3.411
H -2.051 -4.782 2.701
H -3.087 -3.553 1.969
H -2.571 -3.387 3.651
H -0.737 -3.267 1.202
H 0.404 -4.204 3.227
H 1.008 -2.590 2.835
H -0.131 -2.806 4.168
H -1.649 -1.059 2.957
H -1.173 1.104 0.336
H -2.033 3.342 2.123
H -0.583 3.119 3.147
H 1.527 3.455 -0.870
H 1.061 0.432 -0.540
H 3.574 1.853 -2.461
H 3.961 1.436 -4.860
H 2.164 0.484 -6.261
H -0.058 0.016 -5.251

Values from the calculation:
gap between HOMO and LUMO	9.06	eV
SMILES	CC(C)NC(=O)NC(=O)COC(=O)/C=C/c1ccccc1[N+](=O)[O-]
LUMO	-0.59	eV

Results of the Löwdin charge analysis, in e, for atoms 1 through 6: number 1, C, carries -0.05; number 2, C, carries -0.41; number 3, C, carries -0.05; number 4, N, carries 0.12; number 5, C, carries -0.49; number 6, O, carries 0.07



## x
Computed, not measured: one molecule with the formula C15H17N3O6, with ωB97M-V/def2-TZVPD.

CARTESIAN COORDINATES (ANGSTROEM)
C 0.101 -3.672 -1.114
O 0.450 -2.729 -0.129
C -0.491 -1.808 0.246
C -1.815 -1.835 -0.177
C -2.690 -0.810 0.130
C -2.273 0.270 0.890
C -3.105 1.514 1.016
C -2.914 2.348 -0.274
N -1.517 2.371 -0.646
C -1.053 1.459 -1.523
O -1.743 0.890 -2.340
C 0.417 1.137 -1.447
N 0.829 0.221 -2.278
O 2.127 -0.051 -2.024
C 2.561 0.694 -1.022
C 3.950 0.540 -0.557
C 1.517 1.503 -0.588
N 1.658 2.404 0.486
O 0.682 3.012 0.892
O 2.769 2.534 0.955
C -0.978 0.256 1.390
C -0.081 -0.757 1.082
O 1.200 -0.573 1.553
C 1.953 -1.705 1.940
H 1.018 -4.220 -1.329
H -0.659 -4.371 -0.752
H -0.252 -3.180 -2.024
H -2.163 -2.642 -0.800
H -3.695 -0.840 -0.262
H -4.162 1.279 1.132
H -2.774 2.098 1.876
H -3.267 3.370 -0.127
H -3.456 1.887 -1.102
H -0.882 2.757 0.047
H 3.952 0.325 0.511
H 4.498 1.471 -0.693
H 4.432 -0.262 -1.109
H -0.622 1.066 2.010
H 2.753 -1.320 2.573
H 2.378 -2.222 1.076
H 1.345 -2.407 2.513

Values from the calculation:
gap between HOMO and LUMO	7.68	eV
SMILES	COc1ccc(CCNC(=O)c2noc(C)c2[N+](=O)[O-])cc1OC
LUMO	-0.55	eV

Results of the Löwdin charge analysis, in e, for atoms 1 through 6: number 1, C, carries -0.07; number 2, O, carries -0.11; number 3, C, carries -0.20; number 4, C, carries 0.00; number 5, C, carries -0.03; number 6, C, carries -0.24



Most stable: w. Least stable: x.



## w
Computed, not measured: a 2-piece molecular cluster, C6H12N3O overall, with ωB97M-V/def2-TZVPD.

CARTESIAN COORDINATES (ANGSTROEM)
C -0.936 -2.266 -0.404
C 0.186 -1.299 -0.411
C -2.871 0.936 0.096
C -1.898 -2.124 0.466
C 1.628 0.945 1.329
C 2.043 0.641 -1.088
N -0.019 -0.136 0.024
N -2.059 1.796 0.001
N 1.042 0.810 -0.091
O -1.115 2.471 0.049
H -1.041 -3.120 -1.060
H 1.068 -1.678 -1.028
H -3.844 0.768 -0.286
H -2.751 -2.919 0.533
H -2.001 -1.294 1.198
H 0.784 1.341 1.952
H 1.915 -0.040 1.778
H 2.458 1.636 1.332
H 2.676 1.562 -1.268
H 2.733 -0.187 -0.924
H 1.344 0.410 -2.001
H 0.658 1.748 -0.197

Values from the calculation:
gap between HOMO and LUMO	10.09	eV
total charge	+1
LUMO	-3.66	eV

Results of the Löwdin charge analysis, in e, for atoms 1 through 6: number 1, C, carries -0.14; number 2, C, carries -0.11; number 3, C, carries 0.16; number 4, C, carries 0.01; number 5, C, carries 0.04; number 6, C, carries -0.04



## x
Computed, not measured: an isolated ion of composition C6H12N3O and charge +1, with ωB97M-V/def2-TZVPD.

CARTESIAN COORDINATES (ANGSTROEM)
C 0.277 2.299 -0.023
C -0.642 0.366 -1.029
C -2.184 -1.396 0.002
C 1.426 1.791 0.630
C -1.139 -0.315 0.284
C 2.165 -1.684 0.036
N -0.528 1.744 -0.811
N 2.070 0.655 0.584
N -2.544 -0.008 0.403
O 1.816 -0.341 -0.326
H 0.267 3.340 0.062
H 0.243 -0.071 -1.315
H -1.445 -0.031 -1.624
H -2.583 -1.702 -0.986
H -2.413 -2.112 0.677
H 1.924 2.402 1.356
H 1.836 -2.102 -0.871
H 1.549 -1.936 0.809
H 3.228 -1.786 0.232
H 2.815 0.412 1.203
H -3.005 0.311 -0.501
H -3.132 0.164 1.208

Values from the calculation:
gap between HOMO and LUMO (spin up / spin down)	5.88 / 5.89	eV
total charge	+1
LUMO (spin up / spin down)	-5.24 / -5.24	eV

Results of the Löwdin charge analysis, in e, for atoms 1 through 6: number 1, C, carries -0.12; number 2, C, carries -0.22; number 3, C, carries -0.09; number 4, C, carries 0.06; number 5, C, carries -0.21; number 6, C, carries 0.03



## y
Computed, not measured: an isolated ion of composition C6H12N3O and charge +1, with ωB97M-V/def2-TZVPD.

CARTESIAN COORDINATES (ANGSTROEM)
C 0.597 -2.322 -0.047
C 1.086 -0.947 0.009
N 2.391 -0.858 0.172
O 2.987 0.418 0.215
C 2.109 1.453 -0.127
N 0.879 1.375 -0.205
N 0.264 0.146 0.029
C -1.188 0.215 0.250
C -1.925 0.446 -1.131
C -1.479 1.347 1.163
H 0.546 -2.897 0.895
H 1.246 -2.868 -0.660
H -0.457 -2.310 -0.399
H 3.053 -1.504 -0.237
H 2.527 2.385 -0.539
H -1.565 -0.677 0.549
H -1.746 1.504 -1.503
H -1.657 -0.334 -1.991
H -3.122 0.404 -0.870
H -0.574 2.114 1.192
H -1.593 0.945 2.315
H -2.379 1.966 0.920

Values from the calculation:
gap between HOMO and LUMO	9.48	eV
total charge	+1
SMILES	CC1=[NH+]OC=NN1C(C)C
LUMO	-4.28	eV

Results of the Löwdin charge analysis, in e, for atoms 1 through 6: number 1, C, carries 0.05; number 2, C, carries -0.21; number 3, N, carries 0.15; number 4, O, carries 0.04; number 5, C, carries -0.10; number 6, N, carries 0.13



Most stable: y. Least stable: x.



## w
Computed, not measured: one molecule with the formula C3H6N2S2, with ωB97M-V/def2-TZVPD.

CARTESIAN COORDINATES (ANGSTROEM)
S 1.001 -1.927 -2.467
C 0.513 -0.865 -1.266
N 0.813 -1.084 0.067
C 0.258 -0.361 1.173
N -0.859 0.574 0.821
C -0.702 1.421 -0.285
S -0.737 0.308 -1.731
H 1.793 -1.289 0.204
H -0.152 -1.087 1.870
H 1.125 0.140 1.617
H -1.750 0.024 0.753
H -1.532 2.178 -0.407
H 0.229 1.967 -0.349

Values from the calculation:
gap between HOMO and LUMO	8.62	eV
SMILES	S=C1NCNCS1
LUMO	0.34	eV

Results of the Löwdin charge analysis, in e, for atoms 1 through 6: number 1, S, carries 0.54; number 2, C, carries -1.15; number 3, N, carries -0.07; number 4, C, carries -0.21; number 5, N, carries -0.13; number 6, C, carries -0.51



## x
Computed, not measured: one molecule with the formula C3H6N2S2, with ωB97M-V/def2-TZVPD.

CARTESIAN COORDINATES (ANGSTROEM)
C -2.046 0.277 -0.603
N -1.402 -0.994 -0.293
C -0.398 -1.144 0.428
N 0.294 -0.144 1.101
S 0.801 1.269 0.325
C 2.370 0.707 -0.342
S 3.090 -0.715 -0.233
H -1.237 0.908 -1.165
H -2.226 0.961 0.306
H -3.055 0.105 -1.138
H -0.184 -2.196 0.736
H 1.034 -0.567 1.726
H 2.958 1.532 -0.848

Values from the calculation:
gap between HOMO and LUMO	8.58	eV
SMILES	C/N=C\NSC=S
LUMO	-0.42	eV

Results of the Löwdin charge analysis, in e, for atoms 1 through 6: number 1, C, carries -0.19; number 2, N, carries -0.04; number 3, C, carries -0.37; number 4, N, carries -0.37; number 5, S, carries 0.87; number 6, C, carries -1.01



Most stable: w. Least stable: x.



## w
Computed, not measured: a 2-piece molecular cluster, C3H6N2S2 overall, with ωB97M-V/def2-TZVPD.

CARTESIAN COORDINATES (ANGSTROEM)
C -2.138 0.263 -0.796
C -1.113 -0.359 0.027
N -0.004 0.020 0.490
S 0.538 1.602 0.036
H -2.865 0.724 -0.101
H -2.735 -0.371 -1.441
H -1.642 1.073 -1.227
H -1.439 -1.229 0.529
H 1.700 1.643 0.778
N 2.163 -1.534 0.799
C 2.676 -0.675 0.207
S 3.404 0.368 -0.745
H 1.455 -1.527 1.444

Values from the calculation:
gap between HOMO and LUMO	9.25	eV
SMILES	C/C=N\S.N=C=S
LUMO	0.77	eV

Results of the Löwdin charge analysis, in e, for atoms 1 through 6: number 1, C, carries -0.08; number 2, C, carries -0.36; number 3, N, carries -0.36; number 4, S, carries 0.69; number 5, H, carries 0.11; number 6, H, carries 0.09



## x
Computed, not measured: one molecule with the formula C3H6N2S2, with ωB97M-V/def2-TZVPD.

CARTESIAN COORDINATES (ANGSTROEM)
C -0.168 -1.321 0.059
C -0.407 0.166 0.207
N -1.520 0.648 -0.188
S -2.846 -0.278 0.071
N 0.795 0.992 0.146
C 2.092 0.908 0.088
S 2.820 -0.575 -0.067
H 0.211 -1.778 1.147
H 0.944 -1.636 -0.428
H -1.037 -1.975 -0.483
H -3.590 0.960 -0.689
H 0.291 1.825 0.082
H 2.415 2.063 0.056

Values from the calculation:
gap between HOMO and LUMO	8.13	eV
SMILES	C/C(=N\S)NC=S
LUMO	-0.06	eV

Results of the Löwdin charge analysis, in e, for atoms 1 through 6: number 1, C, carries -0.17; number 2, C, carries -0.49; number 3, N, carries -0.43; number 4, S, carries 0.69; number 5, N, carries -0.03; number 6, C, carries -0.67



## y
Computed, not measured: one molecule with the formula C3H6N2S2, with ωB97M-V/def2-TZVPD.

CARTESIAN COORDINATES (ANGSTROEM)
H 0.379 -1.732 1.375
N 1.253 -1.228 1.245
C 0.978 -0.052 0.889
N 1.990 0.884 0.793
C -0.406 0.472 0.519
S -1.742 -0.698 0.953
C -0.602 0.804 -0.961
S 0.278 0.241 -2.194
H 2.831 0.683 1.301
H 1.737 1.861 0.654
H -0.624 1.362 1.115
H -1.876 -1.128 -0.354
H -1.545 1.337 -1.175

Values from the calculation:
gap between HOMO and LUMO	8.41	eV
SMILES	[H]/N=C(/N)[C@H](S)C=S
LUMO	-0.70	eV

Results of the Löwdin charge analysis, in e, for atoms 1 through 6: number 1, H, carries -0.01; number 2, N, carries 0.12; number 3, C, carries -0.60; number 4, N, carries 0.11; number 5, C, carries -0.67; number 6, S, carries 0.78



Most stable: y. Least stable: x.